(1)
Here is one molecule with the formula C3H6N2O2 from OMol25. Energies are from ωB97M-V/def2-TZVPD.

Cartesian coordinates (Å):
N: 0.748 1.447 0.882
C: 0.680 0.161 0.272
C: 1.664 -0.579 -0.181
O: 2.620 -1.058 -0.662
C: -0.699 -0.448 0.110
N: -1.535 0.236 -0.807
O: -0.347 -1.819 -0.333
H: 0.521 1.400 1.871
H: 1.669 1.855 0.775
H: -1.216 -0.529 1.080
H: -1.946 1.080 -0.429
H: -1.084 0.398 -1.700
H: -1.075 -2.143 -0.877

Calculated values
- E_HOMO (Ha) = -0.29577
- structure (SMILES) = NC(=C=O)[C@@H](N)O
- E_tot (eV) = -10281.990
- relative energy (zero: lowest compared OMol25 entry of this formula, charge and spin) (kcal/mol) = 64.7

Löwdin analysis output, partial charges in e: number 1, N, carries 0.073; number 2, C, carries -0.301; number 3, C, carries -0.139; number 4, O, carries 0.165; number 5, C, carries -0.402; number 6, N, carries 0.071; number 7, O, carries -0.048; number 8, H, carries 0.082; number 9, H, carries 0.084; number 10, H, carries 0.147; number 11, H, carries 0.083; number 12, H, carries 0.093; number 13, H, carries 0.092

(2)
Here is one molecule with the formula C3H6N2O2 from OMol25. Energies are from ωB97M-V/def2-TZVPD.

Cartesian coordinates (Å):
H: 1.923 -2.339 1.437
N: 0.924 -1.963 1.098
C: 1.134 -0.873 0.337
N: -0.007 -0.185 -0.127
C: -1.484 -0.654 0.221
O: 0.190 0.820 -1.236
C: 0.167 2.197 -0.865
O: -0.296 2.598 0.227
H: 2.106 -0.241 0.324
H: -1.548 -1.188 1.079
H: -1.933 0.365 -0.012
H: -1.791 -1.245 -0.675
H: 0.614 2.709 -1.808

Calculated values
- E_HOMO (Ha) = -0.32892
- structure (SMILES) = [H]/N=C/N(C)OC=O
- E_tot (eV) = -10279.376
- relative energy (zero: lowest compared OMol25 entry of this formula, charge and spin) (kcal/mol) = 125.0

Löwdin analysis output, partial charges in e: number 1, H, carries 0.079; number 2, N, carries 0.010; number 3, C, carries -0.255; number 4, N, carries -0.131; number 5, C, carries 0.038; number 6, O, carries -0.067; number 7, C, carries -0.230; number 8, O, carries 0.034; number 9, H, carries 0.143; number 10, H, carries 0.027; number 11, H, carries 0.097; number 12, H, carries 0.087; number 13, H, carries 0.168

(3)
Here is one molecule with the formula C3H6N2O2 from OMol25. Energies are from ωB97M-V/def2-TZVPD.

Cartesian coordinates (Å):
H: -3.255 0.968 0.185
N: -2.476 0.870 -0.464
C: -1.698 -0.028 -0.050
O: -0.619 -0.366 -0.817
C: 0.625 -0.284 -0.203
N: 1.552 -0.978 -0.994
C: 0.992 0.870 0.601
O: 0.611 -0.388 1.209
H: -1.800 -0.616 0.866
H: 1.265 -1.932 -1.170
H: 2.489 -0.938 -0.617
H: 0.275 1.684 0.713
H: 2.039 1.138 0.739

Calculated values
- E_HOMO (Ha) = -0.36668
- structure (SMILES) = [H]/N=C/O[C@@]1(N)CO1
- E_tot (eV) = -10281.756
- relative energy (zero: lowest compared OMol25 entry of this formula, charge and spin) (kcal/mol) = 70.1

Löwdin analysis output, partial charges in e: number 1, H, carries 0.054; number 2, N, carries 0.142; number 3, C, carries -0.293; number 4, O, carries 0.024; number 5, C, carries -0.614; number 6, N, carries 0.151; number 7, C, carries -0.031; number 8, O, carries -0.003; number 9, H, carries 0.140; number 10, H, carries 0.098; number 11, H, carries 0.096; number 12, H, carries 0.118; number 13, H, carries 0.118

(4)
Here is one molecule with the formula C3H6N2O2 from OMol25. Energies are from ωB97M-V/def2-TZVPD.

Cartesian coordinates (Å):
N: 0.161 0.110 -1.793
C: 0.428 0.080 -0.402
N: -0.225 -1.042 0.202
C: -1.166 -0.924 1.188
O: -1.519 0.108 1.720
C: 0.800 1.148 0.531
O: 1.781 0.322 -0.115
H: 0.818 0.647 -2.337
H: -0.805 0.250 -2.047
H: -0.135 -1.934 -0.265
H: -1.587 -1.904 1.473
H: 0.754 2.199 0.254
H: 0.696 0.938 1.592

Calculated values
- E_HOMO (Ha) = -0.35351
- structure (SMILES) = N[C@]1(NC=O)CO1
- E_tot (eV) = -10282.523
- relative energy (zero: lowest compared OMol25 entry of this formula, charge and spin) (kcal/mol) = 52.4

Löwdin analysis output, partial charges in e: number 1, N, carries 0.131; number 2, C, carries -0.582; number 3, N, carries 0.118; number 4, C, carries -0.331; number 5, O, carries 0.020; number 6, C, carries -0.048; number 7, O, carries 0.010; number 8, H, carries 0.091; number 9, H, carries 0.089; number 10, H, carries 0.142; number 11, H, carries 0.131; number 12, H, carries 0.121; number 13, H, carries 0.108

(5)
Here is one molecule with the formula C3H6N2O2 from OMol25. Energies are from ωB97M-V/def2-TZVPD.

Cartesian coordinates (Å):
C: -1.914 -0.076 0.240
N: -0.608 -0.026 -0.243
O: -0.093 -1.202 -0.632
C: 0.228 0.995 -0.062
N: 1.523 1.147 -0.216
C: 2.307 -0.009 -0.096
O: 1.898 -1.057 0.433
H: -2.060 -0.678 1.149
H: -2.665 -0.452 -0.554
H: -2.252 0.890 0.452
H: 0.684 -1.366 -0.142
H: -0.407 1.829 -0.006
H: 3.358 0.004 -0.322

Calculated values
- E_HOMO (Ha) = -0.34500
- structure (SMILES) = CN(O)/C=N\C=O
- E_tot (eV) = -10280.701
- relative energy (zero: lowest compared OMol25 entry of this formula, charge and spin) (kcal/mol) = 94.5

Löwdin analysis output, partial charges in e: number 1, C, carries -0.041; number 2, N, carries -0.193; number 3, O, carries 0.047; number 4, C, carries -0.144; number 5, N, carries 0.102; number 6, C, carries -0.254; number 7, O, carries -0.010; number 8, H, carries 0.109; number 9, H, carries 0.132; number 10, H, carries 0.067; number 11, H, carries -0.050; number 12, H, carries 0.117; number 13, H, carries 0.116

(6)
Here is one molecule with the formula C3H6N2O2S from OMol25. Energies are from ωB97M-V/def2-TZVPD.

Cartesian coordinates (Å):
C: 0.085 -0.144 -0.939
C: -0.484 1.235 -1.391
C: -0.156 0.485 1.539
N: 0.479 -1.047 -1.679
N: 0.293 -0.269 0.389
O: -0.166 -2.747 1.231
O: 1.198 -2.043 -0.921
S: 0.948 -1.961 0.700
H: 0.120 1.893 -0.683
H: -1.534 1.292 -1.286
H: -0.161 1.313 -2.364
H: -0.536 1.453 1.231
H: -0.831 -0.113 2.052
H: 0.744 0.654 2.121

Calculated values
- E_HOMO (Ha) = -0.34487
- E_tot (eV) = -21115.867
- relative energy (zero: lowest compared OMol25 entry of this formula, charge and spin) (kcal/mol) = 91.8

Löwdin analysis output, partial charges in e: number 1, C, carries -0.478; number 2, C, carries 0.039; number 3, C, carries -0.071; number 4, N, carries 0.071; number 5, N, carries -0.227; number 6, O, carries -0.439; number 7, O, carries -0.354; number 8, S, carries 1.000; number 9, H, carries 0.107; number 10, H, carries 0.072; number 11, H, carries 0.047; number 12, H, carries 0.084; number 13, H, carries 0.060; number 14, H, carries 0.089

(7)
Here is a 2-piece molecular cluster, C3H6N2O2S overall from OMol25. Energies are from ωB97M-V/def2-TZVPD.

Cartesian coordinates (Å):
C: -2.084 0.136 -0.003
C: 0.033 -0.657 0.884
C: 2.614 0.398 0.353
H: -2.295 2.106 -0.276
H: -3.474 1.119 -0.932
H: -1.985 -1.940 -0.719
H: 0.294 -0.723 1.917
H: -0.689 -1.514 0.656
H: 2.865 0.512 1.792
N: -2.791 1.240 -0.137
N: -2.590 -1.031 -0.466
O: -0.840 0.446 0.614
O: 3.356 0.663 -0.613
S: 1.215 -0.573 -0.352

Calculated values
- E_HOMO (Ha) = -0.34179
- E_tot (eV) = -21115.305
- relative energy (zero: lowest compared OMol25 entry of this formula, charge and spin) (kcal/mol) = 104.8

Löwdin analysis output, partial charges in e: number 1, C, carries -0.545; number 2, C, carries -0.556; number 3, C, carries -0.496; number 4, H, carries 0.109; number 5, H, carries 0.141; number 6, H, carries 0.092; number 7, H, carries 0.088; number 8, H, carries 0.079; number 9, H, carries 0.206; number 10, N, carries 0.125; number 11, N, carries 0.057; number 12, O, carries -0.154; number 13, O, carries -0.124; number 14, S, carries 0.978

(8)
Here is one molecule with the formula C3H6N2O3 from OMol25. Energies are from ωB97M-V/def2-TZVPD.

Cartesian coordinates (Å):
C: -2.238 -0.222 0.982
O: -1.013 0.305 0.479
C: -0.168 -0.707 -0.147
O: -0.114 -1.895 0.008
C: 0.595 0.307 -0.943
O: -0.055 0.826 -2.005
N: 1.886 0.416 -0.859
N: 2.430 0.484 0.393
H: -2.874 -0.595 0.172
H: -2.039 -1.021 1.706
H: -2.776 0.558 1.528
H: 0.608 1.301 -2.532
H: 3.435 0.651 0.328
H: 2.322 -0.407 0.890

Calculated values
- E_HOMO (Ha) = -0.31766
- structure (SMILES) = COC(=O)/C(O)=N\N
- E_tot (eV) = -12328.356
- relative energy (zero: lowest compared OMol25 entry of this formula, charge and spin) (kcal/mol) = 89.3

Löwdin analysis output, partial charges in e: number 1, C, carries -0.075; number 2, O, carries -0.077; number 3, C, carries -0.335; number 4, O, carries 0.172; number 5, C, carries -0.348; number 6, O, carries 0.096; number 7, N, carries 0.001; number 8, N, carries -0.008; number 9, H, carries 0.098; number 10, H, carries 0.091; number 11, H, carries 0.090; number 12, H, carries 0.124; number 13, H, carries 0.082; number 14, H, carries 0.088

(9)
Here is one molecule with the formula C3H6N2O3 from OMol25. Energies are from ωB97M-V/def2-TZVPD.

Cartesian coordinates (Å):
C: -0.924 -0.504 -0.960
C: -1.217 -1.030 0.445
C: 0.432 0.452 0.395
N: 0.556 1.790 0.513
N: 1.605 -0.220 -0.100
O: 1.761 -1.399 0.143
O: 2.344 0.463 -0.801
O: -0.389 -0.207 1.282
H: -0.419 -1.153 -1.650
H: -1.597 0.233 -1.365
H: -2.259 -0.900 0.756
H: -0.935 -2.078 0.566
H: -0.228 2.330 0.830
H: 1.270 2.224 -0.053

Calculated values
- E_HOMO (Ha) = -0.31134
- E_tot (eV) = -12325.688
- relative energy (zero: lowest compared OMol25 entry of this formula, charge and spin) (kcal/mol) = 150.8

Löwdin analysis output, partial charges in e: number 1, C, carries 0.051; number 2, C, carries -0.210; number 3, C, carries -0.378; number 4, N, carries 0.192; number 5, N, carries -0.353; number 6, O, carries 0.100; number 7, O, carries 0.060; number 8, O, carries -0.040; number 9, H, carries 0.063; number 10, H, carries 0.062; number 11, H, carries 0.111; number 12, H, carries 0.111; number 13, H, carries 0.120; number 14, H, carries 0.111

(10)
Here is one molecule with the formula C3H6N2O3 from OMol25. Energies are from ωB97M-V/def2-TZVPD.

Cartesian coordinates (Å):
O: 1.737 -0.462 1.407
C: 0.891 -1.270 1.193
N: -0.450 -0.980 0.994
N: -0.709 0.290 0.689
C: -0.982 0.582 -0.753
C: 0.360 0.990 -1.483
O: 0.266 1.169 -2.639
O: 1.466 1.170 -0.793
H: 1.212 -2.381 1.429
H: -1.088 -1.752 0.669
H: -1.163 0.954 1.566
H: -1.219 -0.374 -1.310
H: -1.678 1.459 -0.975
H: 1.356 0.603 0.007

Calculated values
- E_HOMO (Ha) = -0.34586
- structure (SMILES) = O=CNNCC(=O)O
- E_tot (eV) = -12329.127
- relative energy (zero: lowest compared OMol25 entry of this formula, charge and spin) (kcal/mol) = 71.5

Löwdin analysis output, partial charges in e: number 1, O, carries 0.038; number 2, C, carries -0.332; number 3, N, carries -0.058; number 4, N, carries -0.145; number 5, C, carries -0.063; number 6, C, carries -0.579; number 7, O, carries 0.112; number 8, O, carries 0.128; number 9, H, carries 0.161; number 10, H, carries 0.165; number 11, H, carries 0.238; number 12, H, carries 0.132; number 13, H, carries 0.145; number 14, H, carries 0.057

What is the formula in the first record? C3H6N2O2

Among the records above, which one has the highest E_tot? number 2

What did the second record say?
Here is one molecule with the formula C3H6N2O2 from OMol25. Energies are from ωB97M-V/def2-TZVPD.

Cartesian coordinates (Å):
H: 1.923 -2.339 1.437
N: 0.924 -1.963 1.098
C: 1.134 -0.873 0.337
N: -0.007 -0.185 -0.127
C: -1.484 -0.654 0.221
O: 0.190 0.820 -1.236
C: 0.167 2.197 -0.865
O: -0.296 2.598 0.227
H: 2.106 -0.241 0.324
H: -1.548 -1.188 1.079
H: -1.933 0.365 -0.012
H: -1.791 -1.245 -0.675
H: 0.614 2.709 -1.808

Calculated values
- E_HOMO (Ha) = -0.32892
- structure (SMILES) = [H]/N=C/N(C)OC=O
- E_tot (eV) = -10279.376
- relative energy (zero: lowest compared OMol25 entry of this formula, charge and spin) (kcal/mol) = 125.0

Löwdin analysis output, partial charges in e: number 1, H, carries 0.079; number 2, N, carries 0.010; number 3, C, carries -0.255; number 4, N, carries -0.131; number 5, C, carries 0.038; number 6, O, carries -0.067; number 7, C, carries -0.230; number 8, O, carries 0.034; number 9, H, carries 0.143; number 10, H, carries 0.027; number 11, H, carries 0.097; number 12, H, carries 0.087; number 13, H, carries 0.168

What is the formula in the ninth record? C3H6N2O3